Entry 1:
45
Properties=species:S:1:pos:R:3:forces:R:3 method="wB97M-V/def2-TZVPD" charge=0 lumo_ev=-0.81 e_homo_ev=-9.1
C -0.714 0.470 -4.138 0.2 1.7 0.8
S 0.262 -0.595 -5.332 -5.7 -2.7 -6.6
O 0.434 -0.002 -6.751 0.0 -1.0 5.3
O -0.541 -1.948 -5.462 3.1 4.5 1.6
S 2.162 -1.009 -4.521 6.2 -6.3 2.8
O 2.667 -2.326 -5.229 -2.3 5.6 1.5
O 1.967 -1.382 -3.032 -0.5 2.4 -3.8
N 3.383 0.199 -4.831 -2.8 0.3 2.6
S 3.172 1.630 -3.853 0.4 6.1 -6.2
O 1.847 2.423 -4.171 3.4 -3.8 2.2
O 4.329 2.617 -4.278 -3.4 -4.4 2.2
Br 3.478 1.289 -1.643 -0.3 -0.1 -0.3
H -0.615 1.589 -4.534 0.1 -2.5 1.0
H -0.211 0.342 -3.064 -1.1 0.3 -2.5
H -1.853 0.200 -4.141 2.4 -0.1 -0.2
C 1.082 1.017 4.848 0.2 0.4 0.3
C 0.034 -0.085 4.724 0.0 0.1 -0.2
C 0.092 -0.934 3.440 -0.3 0.4 -0.1
N -0.553 -0.294 2.171 0.2 -0.5 0.2
C -2.083 -0.464 2.242 0.3 0.4 -0.2
C -2.757 0.004 0.955 -0.1 0.0 -0.1
C -2.211 -0.727 -0.264 -0.1 -0.1 -0.1
C -0.696 -0.617 -0.351 0.0 0.2 -0.1
C -0.020 -1.070 0.942 -0.2 0.3 -0.1
C -0.164 1.167 2.051 -0.4 -0.4 -0.3
H 0.896 1.890 4.219 0.1 -0.2 0.1
H 1.097 1.396 5.877 0.0 -0.2 -0.2
H 2.086 0.640 4.624 -0.1 0.1 0.0
H -0.970 0.332 4.877 0.1 -0.2 0.0
H 0.210 -0.771 5.560 -0.2 -0.1 -0.2
H -0.441 -1.877 3.609 0.0 0.2 -0.3
H 1.131 -1.181 3.192 -0.2 0.2 -0.1
H -2.286 -1.525 2.412 0.2 0.1 0.0
H -2.444 0.108 3.104 0.2 -0.1 -0.1
H -3.837 -0.174 1.027 0.2 0.0 0.2
H -2.637 1.085 0.827 0.0 -0.1 0.1
H -2.666 -0.324 -1.176 0.1 -0.1 0.2
H -2.490 -1.787 -0.210 0.0 0.1 0.0
H -0.415 0.415 -0.597 0.1 -0.2 0.1
H -0.329 -1.222 -1.186 0.2 0.0 0.2
H 1.062 -0.907 0.896 -0.2 0.0 0.1
H -0.214 -2.134 1.122 0.0 0.2 0.1
H 0.925 1.236 2.113 -0.3 0.0 0.1
H -0.674 1.724 2.840 0.3 -0.1 -0.1
H -0.492 1.579 1.091 0.1 -0.3 0.3



Entry 2:
41
Properties=species:S:1:pos:R:3:forces:R:3 method="wB97M-V/def2-TZVPD" charge=-1 lumo_ev=1.67 de_lowest_ev=2.914 e_homo_ev=-1.6
Cu -4.316 -19.870 1.502 -0.1 0.5 0.0
C -7.064 -16.646 1.144 1.3 0.9 8.3
O -5.830 -16.510 1.163 5.8 0.4 -4.4
O -7.590 -15.678 1.722 -3.7 5.0 -2.2
O -7.349 -17.688 1.719 -3.2 -6.8 -1.6
C 2.617 -20.512 3.268 0.1 -1.3 -3.1
O 2.022 -19.758 4.197 -1.2 3.3 1.5
C 1.334 -18.583 3.629 -0.4 -0.4 0.3
C 0.068 -18.942 2.749 -0.2 0.3 1.8
N -1.130 -19.268 3.580 0.4 -2.0 -0.1
C -1.002 -20.518 4.450 -1.3 1.3 -0.1
C -2.381 -20.985 5.084 -0.2 0.5 -1.3
O -3.357 -21.287 4.072 2.9 0.5 -0.6
C -4.456 -22.007 4.442 -1.3 0.5 -0.2
H 2.864 -19.995 2.341 0.6 0.9 0.0
H 1.847 -21.136 2.814 0.2 -1.3 0.3
H 3.531 -21.023 3.570 -0.4 -0.2 0.5
H 2.025 -17.881 3.163 0.5 -0.6 -0.9
H 1.084 -17.945 4.476 -0.7 -0.5 0.4
H 0.340 -19.721 2.037 -0.3 -0.2 0.1
H -0.332 -18.106 2.176 0.8 0.3 -0.2
H -1.243 -18.497 4.223 -0.2 0.2 0.0
H -0.307 -20.195 5.225 0.0 -0.9 0.5
H -0.582 -21.345 3.877 0.0 0.2 -0.1
H -2.862 -20.202 5.670 0.4 0.3 0.4
H -2.267 -21.869 5.711 0.4 -0.1 0.2
H -5.068 -21.907 3.545 -0.5 -0.5 0.2
H -4.972 -21.483 5.247 -0.3 -0.2 0.4
H -4.318 -23.061 4.681 0.4 -0.2 0.1
C -4.392 -20.661 -5.275 -1.4 -1.5 -0.9
C -3.691 -21.616 -4.270 0.0 1.0 -2.2
C -2.298 -21.884 -4.829 -0.3 -0.7 -0.7
O -3.728 -20.897 -3.118 1.1 0.6 2.5
H -3.879 -19.772 -5.644 0.8 -0.2 0.4
H -5.325 -20.276 -4.863 0.0 -0.3 0.2
H -4.653 -21.251 -6.153 -0.2 0.1 -0.4
H -4.196 -22.561 -4.070 -0.4 0.1 -0.4
H -2.434 -22.429 -5.764 -0.1 -0.3 -0.1
H -1.660 -22.520 -4.216 0.1 0.5 0.2
H -1.857 -20.963 -5.209 0.4 0.2 0.7
H -3.131 -20.175 -3.325 0.0 0.6 0.8



Entry 3:
35
Properties=species:S:1:pos:R:3:forces:R:3 method="wB97M-V/def2-TZVPD" charge=+1 lumo_ev=-5.94 de_lowest_ev=5.812 e_homo_ev=-12.8
C -0.921 -1.355 -0.124 -1.6 -2.7 0.9
C 2.247 -0.498 1.824 -4.2 2.7 0.1
C 1.552 -2.722 1.090 1.9 -1.7 0.1
C 2.125 -1.006 -0.532 0.9 0.6 -0.6
C -1.789 1.000 1.599 -0.5 1.7 -1.1
C -0.040 2.172 0.096 0.1 0.7 -2.2
C -2.349 1.535 -0.655 2.4 -2.2 0.8
C -1.325 0.763 -2.914 -1.4 -2.4 1.1
C 1.414 -1.241 0.747 3.3 -1.1 1.1
C -1.166 1.110 0.147 -0.1 1.3 -0.8
N 0.079 -0.786 0.719 -1.3 -1.2 2.6
N -0.478 -0.081 -0.305 0.3 3.1 -1.9
H -0.590 -2.030 -0.898 -0.2 -0.4 -0.1
H -1.892 -1.559 0.370 0.5 0.0 -0.4
H 1.643 -0.412 2.767 0.2 0.3 -0.8
H 3.060 -0.996 2.165 2.8 -1.5 0.2
H 2.485 0.516 1.421 0.0 -0.6 0.7
H 2.701 -2.910 1.313 -2.5 0.3 -0.4
H 1.309 -3.463 0.308 0.0 0.7 -0.3
H 0.978 -3.120 1.916 0.0 0.5 0.7
H 3.207 -1.176 -0.445 0.0 1.2 0.5
H 2.010 -1.849 -1.148 -1.3 -0.7 -1.8
H 1.781 -0.017 -0.912 0.9 -0.9 -0.3
H -1.098 0.216 1.856 0.2 -0.6 1.4
H -1.628 2.000 2.035 0.0 -0.8 0.3
H -2.852 0.750 1.678 0.3 -0.3 -0.1
H -0.512 3.159 0.037 0.2 0.0 -0.3
H 0.668 1.998 -0.824 -1.7 0.4 1.6
H 0.619 2.279 0.925 0.3 -0.7 1.0
H -3.177 0.912 -0.908 -0.5 -0.6 0.2
H -2.489 2.558 -0.720 -0.5 2.0 -0.1
H -1.702 1.301 -1.955 0.3 0.6 -0.8
H -0.676 -0.009 -2.455 -0.5 0.5 -0.8
H -2.257 0.382 -3.368 0.5 -0.1 0.4
H -0.857 1.357 -3.625 1.0 1.6 -0.6